Record 1
Below is a 2-piece molecular cluster, C3H7NO overall at a distorted geometry, with properties calculated with the ωB97M-V functional and the def2-TZVPD basis.

Summary:
Molar mass (g/mol): 73.1
SMILES: C=CN.C=O
Maximum force (hartree/bohr): 0.0459
E_LUMO (eV): 0.9
Relative energy (zero: lowest compared OMol25 entry of this formula, charge and spin) (kcal/mol): 59.30
HOMO-LUMO gap (eV): 9.32

The geometry in ORCA input format:
```
! wB97M-V def2-TZVPD RIJCOSX def2/J DEFGRID3
* xyz 0 1
C 1.766 0.622 0.183
C 1.289 -0.560 0.543
N 0.631 -1.536 -0.202
H 1.486 1.041 -0.785
H 2.529 1.172 0.710
H 1.645 -1.014 1.467
H 0.145 -1.202 -1.020
H 1.093 -2.423 -0.268
C -2.665 0.967 -0.148
O -2.533 0.381 -1.186
H -3.628 1.250 0.315
H -1.758 1.301 0.390
*
```

Here are the natural (NBO) charges for atoms 1 to 4, given in e: -0.51, 0.01, -0.84, 0.19


Record 2
Below is one molecule with the formula C3H7NO at a distorted geometry, with properties calculated with the ωB97M-V functional and the def2-TZVPD basis.

Summary:
Molar mass (g/mol): 73.1
SMILES: OC[C@@H]1CN1
Maximum force (hartree/bohr): 0.0339
E_LUMO (eV): 0.9
Relative energy (zero: lowest compared OMol25 entry of this formula, charge and spin) (kcal/mol): 53.78
HOMO-LUMO gap (eV): 10.45

The geometry in ORCA input format:
```
! wB97M-V def2-TZVPD RIJCOSX def2/J DEFGRID3
* xyz 0 1
O -2.077 0.453 -0.174
C -1.076 -0.562 -0.260
C 0.236 -0.182 0.380
C 1.115 0.893 -0.185
N 1.421 -0.533 -0.348
H -2.289 0.584 0.776
H -1.017 -0.767 -1.374
H -1.423 -1.539 0.191
H 0.229 -0.317 1.440
H 1.755 1.436 0.543
H 0.875 1.365 -1.165
H 2.250 -0.831 0.176
*
```

Here are the natural (NBO) charges for atoms 1 to 4, given in e: -0.71, -0.07, -0.12, -0.26


Record 3
Below is one molecule with the formula C3H7NO2 at a distorted geometry, with properties calculated with the ωB97M-V functional and the def2-TZVPD basis.

Summary:
Molar mass (g/mol): 89.1
Maximum force (hartree/bohr): 0.0457
E_LUMO (spin up / spin down) (eV): 0.0 / -0.4
Relative energy (zero: lowest compared OMol25 entry of this formula, charge and spin) (kcal/mol): 186.25
HOMO-LUMO gap (spin up / spin down) (eV): 8.94 / 8.36

The geometry in ORCA input format:
```
! wB97M-V def2-TZVPD RIJCOSX def2/J DEFGRID3
* xyz 0 1
C -1.008 -0.423 0.826
N 1.124 0.567 -0.183
C 0.213 -0.655 0.019
C -0.529 -0.948 -1.223
O 0.383 1.643 -0.707
O 1.518 0.921 1.157
H 2.346 1.396 1.021
H -0.443 1.712 -0.185
H -2.004 -0.748 0.580
H -0.949 0.093 1.777
H 0.938 -1.391 0.384
H -0.028 -0.918 -2.183
H -1.561 -1.248 -1.282
*
```

Here are the natural (NBO) charges for atoms 1 to 4, given in e: -0.29, 0.11, -0.27, -0.24


Record 4
Below is one molecule with the formula C3H7NO2 at a distorted geometry, with properties calculated with the ωB97M-V functional and the def2-TZVPD basis.

Summary:
Molar mass (g/mol): 89.1
SMILES: C[C@H](N)C(=O)O
Maximum force (hartree/bohr): 0.0347
E_LUMO (eV): 0.7
Relative energy (zero: lowest compared OMol25 entry of this formula, charge and spin) (kcal/mol): 12.38
HOMO-LUMO gap (eV): 10.56

The geometry in ORCA input format:
```
! wB97M-V def2-TZVPD RIJCOSX def2/J DEFGRID3
* xyz 0 1
C 1.395 1.197 -0.218
C 0.666 0.033 0.382
N 1.183 -1.293 -0.042
C -0.903 0.131 0.072
O -1.494 1.172 0.011
O -1.433 -1.084 -0.145
H 1.304 1.180 -1.308
H 2.429 1.195 0.166
H 0.967 2.120 0.179
H 0.653 0.127 1.459
H 1.575 -1.163 -0.977
H 1.922 -1.574 0.584
H -0.660 -1.712 -0.150
*
```

Here are the natural (NBO) charges for atoms 1 to 4, given in e: -0.63, -0.17, -0.86, 0.78


Record 5
Below is a 3-piece molecular cluster, C3H7NO2 overall, with properties calculated with the ωB97M-V functional and the def2-TZVPD basis.

Summary:
Molar mass (g/mol): 89.1
SMILES: C=C=NO.[H][H].C=O
Maximum force (hartree/bohr): 0.0141
E_LUMO (eV): 0.4
Relative energy (zero: lowest compared OMol25 entry of this formula, charge and spin) (kcal/mol): 145.19
HOMO-LUMO gap (eV): 10.17

The geometry in ORCA input format:
```
! wB97M-V def2-TZVPD RIJCOSX def2/J DEFGRID3
* xyz 0 1
C 0.168 -1.682 0.227
C 0.474 -0.624 0.932
N 0.900 0.108 1.834
O 0.715 1.479 1.709
H -0.784 -2.182 0.361
H 0.858 -2.082 -0.507
H 1.126 1.794 2.525
H -0.763 -1.522 -1.754
H -0.932 -0.874 -2.072
C -0.397 1.378 -0.837
O -0.835 1.034 -1.906
H 0.676 1.591 -0.676
H -1.044 1.523 0.048
*
```

Here are the natural (NBO) charges for atoms 1 to 4, given in e: -0.50, 0.27, -0.17, -0.56


Record 6
Below is C3H7NO2 as an isolated structure at a distorted geometry, with properties calculated with the ωB97M-V functional and the def2-TZVPD basis.

Summary:
Molar mass (g/mol): 89.1
Maximum force (hartree/bohr): 0.1620
E_LUMO (eV): 0.6
Relative energy (zero: lowest compared OMol25 entry of this formula, charge and spin) (kcal/mol): 190.42
HOMO-LUMO gap (eV): 9.98

The geometry in ORCA input format:
```
! wB97M-V def2-TZVPD RIJCOSX def2/J DEFGRID3
* xyz 0 1
C -0.273 -0.085 2.112
C 0.045 -0.276 -0.073
C 0.432 -0.976 -1.493
H 0.530 0.748 2.112
H -0.289 -0.783 2.892
H -1.186 0.447 2.404
H -0.064 -0.075 -2.342
H 1.741 -1.402 -1.358
H -0.421 -1.931 -1.227
H -0.560 2.173 -1.558
N -0.104 0.968 -0.073
O -0.330 -1.070 0.952
O 0.299 1.329 -1.413
*
```

Here are the natural (NBO) charges for atoms 1 to 4, given in e: -0.30, 0.51, -0.77, 0.23


Record 7
Below is one molecule with the formula C3H7NO2, with properties calculated with the ωB97M-V functional and the def2-TZVPD basis.

Summary:
Molar mass (g/mol): 89.1
SMILES: C/C(CO)=N/O
Maximum force (hartree/bohr): 0.0180
E_LUMO (eV): 0.9
Relative energy (zero: lowest compared OMol25 entry of this formula, charge and spin) (kcal/mol): 72.56
HOMO-LUMO gap (eV): 10.55

The geometry in ORCA input format:
```
! wB97M-V def2-TZVPD RIJCOSX def2/J DEFGRID3
* xyz 0 1
C -0.755 1.345 -0.438
C -0.415 -0.074 -0.047
C 1.064 -0.419 0.219
O 1.990 0.632 0.061
N -1.317 -0.976 0.067
O -0.716 -2.184 0.443
H -1.399 1.855 0.283
H 0.174 1.944 -0.465
H -1.168 1.433 -1.446
H 1.324 -1.230 -0.475
H 1.111 -0.825 1.241
H 1.518 1.470 -0.086
H -1.449 -2.808 0.522
*
```

Here are the natural (NBO) charges for atoms 1 to 4, given in e: -0.64, 0.19, -0.13, -0.71


Record 8
Below is C3H7NO2 as an isolated structure, with properties calculated with the ωB97M-V functional and the def2-TZVPD basis.

Summary:
Molar mass (g/mol): 89.1
Maximum force (hartree/bohr): 0.0051
E_LUMO (eV): 0.8
Relative energy (zero: lowest compared OMol25 entry of this formula, charge and spin) (kcal/mol): 93.73
HOMO-LUMO gap (eV): 8.75

The geometry in ORCA input format:
```
! wB97M-V def2-TZVPD RIJCOSX def2/J DEFGRID3
* xyz 0 1
C 2.158 0.212 -0.202
O 0.866 -0.405 -0.306
C -0.089 0.076 0.453
O 0.138 0.975 1.348
C -1.496 -0.152 0.346
N -2.156 -0.577 -0.848
H 2.714 -0.111 -1.082
H 2.663 -0.125 0.706
H 2.056 1.299 -0.179
H -1.087 1.052 1.201
H -1.898 -0.609 1.254
H -1.819 -0.065 -1.655
H -2.051 -1.570 -1.035
*
```

Here are the natural (NBO) charges for atoms 1 to 4, given in e: -0.26, -0.46, 0.71, -0.68


Record 9
Below is one molecule with the formula C3H7NO2, with properties calculated with the ωB97M-V functional and the def2-TZVPD basis.

Summary:
Molar mass (g/mol): 89.1
SMILES: C[NH2+]/C([O-])=C\O
Maximum force (hartree/bohr): 0.0186
E_LUMO (eV): 0.6
Relative energy (zero: lowest compared OMol25 entry of this formula, charge and spin) (kcal/mol): 73.70
HOMO-LUMO gap (eV): 7.93

The geometry in ORCA input format:
```
! wB97M-V def2-TZVPD RIJCOSX def2/J DEFGRID3
* xyz 0 1
C 1.889 -0.172 -0.047
N 0.477 -0.162 -0.452
C -0.514 0.599 0.692
O 0.095 1.307 1.465
C -1.719 -0.007 0.502
O -2.099 -0.449 -0.786
H 2.192 0.848 0.200
H 1.997 -0.782 0.851
H 2.518 -0.577 -0.843
H 0.328 0.160 -1.405
H -0.028 -1.041 -0.317
H -2.478 0.008 1.267
H -2.657 0.268 -1.124
*
```

Here are the natural (NBO) charges for atoms 1 to 4, given in e: -0.42, -0.64, 0.53, -0.64


Record 10
Below is one molecule with the formula C3H7NO2, with properties calculated with the ωB97M-V functional and the def2-TZVPD basis.

Summary:
Molar mass (g/mol): 89.1
SMILES: C=C(N)OCO
Maximum force (hartree/bohr): 0.0078
E_LUMO (eV): 0.9
Relative energy (zero: lowest compared OMol25 entry of this formula, charge and spin) (kcal/mol): 42.80
HOMO-LUMO gap (eV): 9.21

The geometry in ORCA input format:
```
! wB97M-V def2-TZVPD RIJCOSX def2/J DEFGRID3
* xyz 0 1
C -0.900 -1.185 0.929
C 0.257 -0.833 0.361
N 1.521 -0.990 0.908
O 0.329 -0.359 -0.924
C -0.480 0.758 -1.237
O 0.227 1.946 -1.070
H -0.948 -1.504 1.962
H -1.810 -1.205 0.342
H 1.516 -1.237 1.887
H 2.161 -0.237 0.695
H -0.807 0.605 -2.272
H -1.346 0.821 -0.575
H 1.018 1.877 -1.621
*
```

Here are the natural (NBO) charges for atoms 1 to 4, given in e: -0.61, 0.49, -0.82, -0.54